# 1
# C5H13NO2

A cluster of 2 separate species, C5H13NO2 in total (ωB97M-V with the def2-TZVPD basis set, OMol25).

```
21
Properties=species:S:1:pos:R:3:nbo_charge:R:1
O -0.2622 -1.5700 2.5448 -0.52
C -0.3893 -0.4331 2.1790 0.46
C -1.2425 0.1791 1.1128 -0.52
C -0.3891 0.9232 0.0716 -0.40
C 0.3813 -0.0603 -0.8144 -0.23
C -1.0129 0.0916 -2.8295 -0.43
N -0.4580 -0.7764 -1.7707 -0.62
H 0.1994 0.3699 2.6903 0.07
H -1.8248 -0.5656 0.5768 0.24
H -1.9037 0.8732 1.6416 0.23
H 0.3074 1.6429 0.5005 0.22
H -1.1132 1.4986 -0.5097 0.21
H 1.2927 0.3959 -1.1995 0.17
H 0.7776 -0.7928 -0.1173 0.20
H -0.3294 0.2720 -3.6766 0.18
H -1.9491 -0.3240 -3.1869 0.20
H -1.1825 1.1025 -2.4604 0.19
H 0.1832 -1.3937 -2.2547 0.36
H 2.4234 -0.1819 2.9742 0.47
H 3.3203 -1.0924 2.1645 0.47
O 3.1714 -0.1587 2.3636 -0.94
```

Results
spin multiplicity: 1
total charge: 0
orbital gap: 0.3729 Eh
SMILES: CNCCCC=O.O
HOMO: -0.341 hartree
energy above the lowest of the compared OMol25 structures with the same formula, charge and spin: 182.1 kJ/mol
total energy: -10979.9913 eV



# 2
# C9H18O2P

The ion C9H18O2P with charge +1 (ωB97M-V with the def2-TZVPD basis set, OMol25).

```
30
Properties=species:S:1:pos:R:3:nbo_charge:R:1
C -0.6942 2.0986 -1.3901 0.43
C -0.4498 -2.9229 -0.8549 -0.40
C 0.7831 -2.8178 0.0773 -0.40
C -0.4225 -1.6386 -1.7062 -0.78
C 0.5828 -1.4267 0.7757 -0.70
C -1.2821 1.8961 2.6223 -0.65
C 1.8265 0.1055 -1.5063 -1.01
C -0.2352 2.6085 1.8455 -0.06
C -0.6857 1.0687 -0.3136 -0.39
O -0.1725 1.9114 -2.4084 -0.49
O 0.4279 1.7563 0.8395 -0.56
P 0.3050 -0.3679 -0.7064 1.60
H -1.0542 3.1762 -1.0383 0.15
H -0.2772 -3.7173 -1.5315 0.24
H -1.4064 -2.9882 -0.3528 0.23
H 0.9165 -3.6405 0.6972 0.25
H 1.7043 -2.8231 -0.5577 0.21
H 0.3481 -1.6346 -2.5521 0.26
H -1.4127 -1.3243 -2.2036 0.29
H -0.2192 -1.3765 1.5824 0.27
H 1.4681 -0.9576 1.1240 0.25
H -1.0459 0.8775 2.8978 0.22
H -1.4433 2.4871 3.4845 0.25
H -2.2688 1.8402 2.1471 0.21
H 2.3542 -0.9546 -1.7534 0.27
H 2.4857 0.7707 -0.9420 0.29
H 1.5386 0.6861 -2.4694 0.32
H 0.6640 2.8830 2.4058 0.22
H -0.6871 3.4746 1.4069 0.18
H -1.6482 0.9500 0.3807 0.30
```

Results
spin multiplicity: 1
total charge: +1
orbital gap: 0.3769 Eh
HOMO: -0.512 hartree
energy above the lowest of the compared OMol25 structures with the same formula, charge and spin: 110.1 kJ/mol
total energy: -22999.7297 eV



# 3
# C34H61N2O6PS

A cluster of 4 separate species, C34H61N2O6PS in total (ωB97M-V with the def2-TZVPD basis set, OMol25).

```
105
Properties=species:S:1:pos:R:3:mulliken_charge:R:1
C 7.4745 0.8668 2.3543 -0.94
C 8.1810 0.5240 0.9930 -0.36
C 7.9185 -0.9350 0.4630 -0.75
C 6.3853 -1.3163 0.3406 -1.03
C 5.4970 -0.2588 -0.4111 0.70
C 5.3875 -0.4652 -1.9687 -1.08
C 4.1432 0.3255 -2.5864 -0.77
C 2.7715 -0.2345 -2.0208 1.12
C 2.7456 -1.6714 -1.7049 -0.59
C 1.4921 -2.2218 -1.2296 1.14
C 0.2546 -1.4304 -1.0343 -2.22
C 0.3168 0.0099 -1.3594 0.13
C -1.0187 0.8015 -1.1811 -0.29
C -0.9032 2.1079 -0.3005 1.15
C -1.4634 1.9655 1.1710 -0.80
C -2.9177 2.6073 1.2970 0.08
C -2.8759 4.1991 1.1272 -0.50
N -3.4992 4.6368 -0.1730 -0.63
C 1.5749 0.6216 -1.8580 0.48
C 1.6501 2.1264 -2.2554 -1.41
C 2.3872 3.0841 -1.2243 -1.05
C 3.0327 2.3878 0.0201 0.64
O 2.0927 1.8454 0.9538 -0.47
N -0.9643 -2.0799 -0.5619 0.94
P -0.8978 -2.4269 1.1623 0.58
C 0.6992 -1.7042 1.8823 -0.61
O -2.1151 -1.5913 2.0169 -0.57
C -1.3147 -3.2392 -1.3569 -0.61
C -2.6417 -3.4697 -1.9624 0.01
O -3.6836 -2.5561 -1.8207 -0.54
C -4.6776 -3.0436 -0.8628 -0.69
C -4.6051 -2.1272 0.4215 0.82
C -5.8826 -1.2477 0.6725 -1.43
C -2.9287 -4.6682 -2.7624 -0.13
C -1.9301 -5.7177 -3.0148 -0.60
C -0.6155 -5.5118 -2.3868 -0.72
C -0.3274 -4.3258 -1.6011 1.05
S 1.3149 -4.0119 -0.8523 -0.15
H 7.9476 1.8163 2.7448 0.35
H 7.6022 0.0936 3.1524 0.28
H 6.3855 1.1235 2.2182 0.14
H 9.2995 0.6498 1.0492 0.37
H 7.8368 1.3013 0.2486 0.25
H 8.3558 -1.6383 1.2266 0.39
H 8.3749 -1.0451 -0.5545 0.30
H 6.2630 -2.3694 -0.0463 0.38
H 5.9955 -1.3589 1.4029 0.34
H 5.8311 0.8083 -0.2543 0.21
H 4.4715 -0.3057 0.0643 -0.29
H 5.4341 -1.5288 -2.3058 0.34
H 6.2962 0.0409 -2.4170 0.42
H 4.1369 0.0448 -3.6782 0.39
H 4.2239 1.4278 -2.4223 0.31
H 3.5987 -2.3688 -1.8289 0.28
H -1.8166 0.1642 -0.7020 -0.57
H -1.4226 1.0793 -2.1920 0.47
H 0.1188 2.5467 -0.2331 -0.76
H -1.5423 2.8930 -0.8062 -0.22
H -0.8060 2.6162 1.8239 0.46
H -1.3991 0.9343 1.6024 -0.07
H -3.5539 2.1230 0.5118 -0.31
H -3.3329 2.4316 2.3264 0.44
H -3.4588 4.7208 1.9345 0.17
H -1.8213 4.5813 1.0869 0.34
H -4.1315 3.9049 -0.5245 0.23
H -2.7548 4.7189 -0.8731 0.34
H 0.5902 2.4850 -2.3945 0.41
H 2.1576 2.2045 -3.2576 0.57
H 1.6747 3.8910 -0.8900 0.39
H 3.2024 3.6283 -1.7858 0.47
H 3.8001 1.6594 -0.3364 -0.87
H 3.6084 3.1930 0.5740 0.45
H 2.3969 0.9500 1.1928 0.25
H 0.7080 -1.8159 2.9995 0.50
H 0.7965 -0.6215 1.5661 -0.23
H 1.6094 -2.2241 1.4826 0.26
H -2.1475 -2.0295 2.8855 0.29
H -4.4490 -4.1143 -0.6130 0.37
H -5.7194 -2.9939 -1.2723 0.41
H -3.7495 -1.4148 0.2607 -0.55
H -4.3641 -2.7941 1.2930 0.22
H -6.2031 -0.6496 -0.2213 0.19
H -5.6120 -0.4977 1.4687 0.37
H -6.7428 -1.8514 1.0610 0.39
H -3.9328 -4.8386 -3.2265 0.36
H -2.1491 -6.6092 -3.6492 0.38
H 0.1516 -6.2989 -2.5809 0.37
C -7.2284 1.8488 -1.3886 -0.60
O -5.9531 2.4245 -1.1327 -0.43
H -7.9857 2.6248 -1.2925 0.26
H -7.2561 1.4414 -2.4024 0.29
H -7.4310 1.0563 -0.6648 0.25
H -5.2982 1.7221 -1.2231 0.20
C -0.9487 -6.1422 2.6417 -0.12
O -0.9689 -6.9948 1.5040 -0.51
H -1.7370 -6.4548 3.3258 0.29
H 0.0189 -6.2191 3.1461 0.24
H -1.1251 -5.1092 2.3318 -0.04
H -0.2659 -6.7003 0.9141 0.28
C -4.3708 7.6481 3.4825 -0.49
O -4.0499 8.2781 2.2496 -0.52
H -4.5954 8.4173 4.2198 0.25
H -5.2460 7.0060 3.3517 0.23
H -3.5192 7.0549 3.8271 0.21
H -3.8554 7.5799 1.6126 0.32
```

Results
spin multiplicity: 1
total charge: 0
orbital gap: 0.3028 Eh
SMILES: CCCCCCCc1cc2c(c(CCCCCN)c1CCCO)N(P(C)O)c1c(OCCC)cccc1S2.CO.CO.CO
HOMO: -0.288 hartree
total energy: -71631.5273 eV



# 4
# C7H2N5O5S

A cluster of 2 separate species, C7H2N5O5S in total (ωB97M-V with the def2-TZVPD basis set, OMol25).

```
20
Properties=species:S:1:pos:R:3:nbo_charge:R:1
S 2.9086 -2.5540 -1.7701 -0.41
C 3.5010 -1.7469 -0.5079 0.02
N 3.9494 -1.1448 0.4221 -0.57
O -0.7565 3.5249 1.5317 -0.35
N -0.9322 2.3304 1.8335 0.50
O -1.3133 1.9665 2.9683 -0.39
C -0.7011 1.2827 0.8579 0.00
C -0.9294 -0.0496 1.1928 -0.11
C -0.7353 -1.0670 0.2239 0.01
N -1.0532 -2.4374 0.5773 0.50
O -1.8479 -2.6259 1.5230 -0.39
O -0.5397 -3.3637 -0.0806 -0.32
C -0.3159 -0.7864 -1.0898 -0.07
C -0.0942 0.5570 -1.4552 0.03
N 0.2737 1.0898 -2.6545 -0.01
O 0.3029 2.4984 -2.3696 -0.13
N -0.0259 2.8029 -1.0718 -0.03
C -0.2741 1.6019 -0.4954 0.12
H -1.2537 -0.3118 2.1980 0.29
H -0.1632 -1.5670 -1.8337 0.29
```

Results
spin multiplicity: 1
total charge: -1
orbital gap: 0.1486 Eh
HOMO: -0.150 hartree
total energy: -35807.5282 eV



The highest HOMO belongs to which entry? C7H2N5O5S



Number 4 is which compound? C7H2N5O5S



Number 4 is which compound? C7H2N5O5S



Repeat the second record exactly.
# C9H18O2P

The ion C9H18O2P with charge +1 (ωB97M-V with the def2-TZVPD basis set, OMol25).

```
30
Properties=species:S:1:pos:R:3:nbo_charge:R:1
C -0.6942 2.0986 -1.3901 0.43
C -0.4498 -2.9229 -0.8549 -0.40
C 0.7831 -2.8178 0.0773 -0.40
C -0.4225 -1.6386 -1.7062 -0.78
C 0.5828 -1.4267 0.7757 -0.70
C -1.2821 1.8961 2.6223 -0.65
C 1.8265 0.1055 -1.5063 -1.01
C -0.2352 2.6085 1.8455 -0.06
C -0.6857 1.0687 -0.3136 -0.39
O -0.1725 1.9114 -2.4084 -0.49
O 0.4279 1.7563 0.8395 -0.56
P 0.3050 -0.3679 -0.7064 1.60
H -1.0542 3.1762 -1.0383 0.15
H -0.2772 -3.7173 -1.5315 0.24
H -1.4064 -2.9882 -0.3528 0.23
H 0.9165 -3.6405 0.6972 0.25
H 1.7043 -2.8231 -0.5577 0.21
H 0.3481 -1.6346 -2.5521 0.26
H -1.4127 -1.3243 -2.2036 0.29
H -0.2192 -1.3765 1.5824 0.27
H 1.4681 -0.9576 1.1240 0.25
H -1.0459 0.8775 2.8978 0.22
H -1.4433 2.4871 3.4845 0.25
H -2.2688 1.8402 2.1471 0.21
H 2.3542 -0.9546 -1.7534 0.27
H 2.4857 0.7707 -0.9420 0.29
H 1.5386 0.6861 -2.4694 0.32
H 0.6640 2.8830 2.4058 0.22
H -0.6871 3.4746 1.4069 0.18
H -1.6482 0.9500 0.3807 0.30
```

Results
spin multiplicity: 1
total charge: +1
orbital gap: 0.3769 Eh
HOMO: -0.512 hartree
energy above the lowest of the compared OMol25 structures with the same formula, charge and spin: 110.1 kJ/mol
total energy: -22999.7297 eV